Formula: C10H15N2OS
Source: the Open Molecules 2025 dataset
Level of theory: ωB97M-V with the def2-TZVPD basis set

Positions of all 29 atoms, in Å:
H 3.54 1.07 -2.09
H 0.87 -3.01 0.26
O -0.28 1.86 -0.90
C -2.89 2.09 -0.40
H -2.30 2.79 -0.89
S -0.70 -1.68 -1.03
H 4.71 1.40 -0.20
H -0.69 -3.10 0.91
C -2.97 -0.06 0.58
C 3.78 0.86 -0.01
H -0.51 -0.55 1.14
H -2.67 -1.13 0.39
C -0.85 0.97 -0.38
N -2.13 0.95 -0.06
H 3.78 0.13 2.20
C -0.22 -0.39 0.12
H -3.98 -0.01 0.14
H -3.24 0.14 1.63
C 1.74 0.25 -1.16
H -3.38 2.36 0.47
C 3.05 0.81 -1.20
H -0.16 -3.96 -0.76
H -3.61 1.89 -1.14
H 1.50 -0.72 2.02
H 1.17 0.26 -2.05
C 3.28 0.30 1.18
N 1.29 -0.20 0.03
C -0.12 -3.15 -0.02
C 1.99 -0.18 1.19

Values from the calculation:
2S+1 = 3
Expectation value of S² = 2.014
Lowest unoccupied orbital energy (alpha / beta) = -3.72 / -8.00 eV
Total charge = +1
Orbital gap (alpha / beta) = 6.416 / 4.743 eV
Maximum force = 0.1101 hartree/bohr